[1]
This record from OMol25 describes a 13-piece molecular cluster, C6H37NO13 overall at a distorted geometry. The level of theory is ωB97M-V/def2-TZVPD.

As for the expectation value of S²: 0.754. As for the energy relative to the best compared isomer or geometry (same formula, charge and spin): 0.0 kJ/mol. The LUMO energy (spin up / spin down) is 2.157 / 2.140 eV. Its spin multiplicity is 2. As for the total charge: -1.

Last column: natural (NBO) charge in e.
Positions of all 57 atoms, in Å:
1 C -1.0320 1.5958 -0.2765  -0.205
2 N 0.3748 1.7997 -0.0489  -0.648
3 C 1.1516 0.5873 0.0201  -0.222
4 C 2.6572 0.9332 -0.0633  -0.487
5 C 3.0642 1.3090 -1.5091  0.029
6 O 2.4861 0.8191 -2.5785  -0.853
7 C -1.6397 2.8839 -0.8403  -0.406
8 C -2.2206 3.8004 0.2694  -0.614
9 H -1.4761 1.2111 0.6439  0.169
10 H -1.3765 0.8186 -0.9801  0.153
11 H 0.7825 2.3999 -0.7464  0.368
12 H 1.0207 0.0605 0.9715  0.149
13 H 0.9440 -0.1407 -0.7432  0.183
14 H 2.9295 1.6942 0.6529  0.202
15 H 3.2313 0.0039 0.1195  0.147
16 H 3.9213 1.9854 -1.6586  0.087
17 H -0.8825 3.3678 -1.4503  0.206
18 H -2.4996 2.8021 -1.4982  0.199
19 H -3.2790 3.9837 0.1520  0.194
20 H -2.0913 3.4065 1.2835  0.204
21 H -1.6301 4.7211 0.3688  0.203
22 H 1.5541 0.5698 4.5813  0.503
23 H 2.2148 1.2543 5.7248  0.468
24 O 2.4379 0.6888 5.0121  -0.990
25 H 0.5357 -1.2537 -4.5519  0.509
26 H -0.3065 -1.3410 -5.8752  0.484
27 O -0.0623 -0.7424 -5.1501  -1.013
28 H 2.2256 -1.9052 0.6364  0.488
29 H 1.8275 -2.6801 -0.6218  0.487
30 O 1.4983 -2.1892 0.1001  -0.980
31 H -2.1391 -0.4188 2.6250  0.525
32 H -1.8744 -0.6762 4.2428  0.488
33 O -1.6191 -0.1321 3.4477  -1.015
34 H -0.6940 1.2714 3.9699  0.499
35 H 0.3704 1.9680 3.2687  0.483
36 O 0.1568 1.6692 4.1648  -0.981
37 H -2.3637 -1.7331 -6.3875  0.475
38 H -2.0929 -2.3928 -5.1091  0.485
39 O -1.8992 -2.4792 -6.0625  -0.954
40 H 2.7586 -1.9163 -3.9174  0.468
41 H 1.9034 -0.9191 -3.1805  0.526
42 O 1.9535 -1.8325 -3.4843  -1.002
43 H -0.9856 -3.3547 0.4052  0.472
44 H -0.3357 -2.0517 0.0641  0.521
45 O -1.1692 -2.4219 0.3891  -0.994
46 H -2.5921 -0.5126 -3.8131  0.469
47 H -1.8525 -0.1677 -5.0030  0.503
48 O -2.7830 -0.3446 -4.7414  -0.986
49 H -2.7947 -1.7572 1.0566  0.513
50 H -4.0887 -1.5426 1.7682  0.467
51 O -3.3425 -1.0535 1.4779  -0.962
52 H 2.5926 -2.3156 4.8022  0.474
53 H 2.9780 -0.9986 3.9935  0.502
54 O 3.1318 -1.9398 4.1142  -0.980
55 H -0.4662 -1.7079 3.0660  0.488
56 H 0.8300 -2.4720 3.1833  0.478
57 O 0.0569 -2.2121 3.7164  -0.979


[2]
This record from OMol25 describes C6H38NO13 as an isolated structure at a distorted geometry. The level of theory is ωB97M-V/def2-TZVPD.

As for the expectation value of S²: 0.755. As for the energy relative to the best compared isomer or geometry (same formula, charge and spin): 538.2 kJ/mol. The LUMO energy (spin up / spin down) is -0.199 / -5.906 eV. Its spin multiplicity is 2. As for the total charge: 0.

Last column: natural (NBO) charge in e.
Positions of all 58 atoms, in Å:
1 C -0.6007 2.6097 -0.2166  -0.304
2 N 0.0313 2.0363 1.0431  -0.201
3 C -0.6556 2.4574 2.2263  0.032
4 O -1.9241 1.9407 2.4709  -0.662
5 C 0.4605 2.5037 -1.3240  -0.435
6 C 0.7144 1.0154 -1.6887  -0.414
7 C 0.6181 0.8008 -3.2274  -0.409
8 C -0.8619 0.8534 -3.4550  -0.598
9 H -1.5238 2.0321 -0.4519  0.338
10 H -1.1816 3.5330 -0.0993  0.256
11 H -0.0631 1.0365 1.0856  0.425
12 H -0.8918 3.4598 2.0902  0.191
13 H 0.0440 2.4209 3.0761  0.214
14 H 0.3129 3.2046 -2.1862  0.246
15 H 1.3248 2.8793 -0.8322  0.233
16 H 1.7376 0.7316 -1.3576  0.237
17 H -0.0557 0.3434 -1.1811  0.200
18 H 0.9534 -0.1583 -3.6201  0.227
19 H 0.9832 1.5865 -3.8674  0.208
20 H -1.4181 0.4778 -4.3342  0.228
21 H -1.2815 0.4326 -2.5652  0.206
22 H -1.1527 1.9876 -3.5499  0.168
23 H 3.6125 2.1200 1.2709  0.489
24 H 2.2754 1.4140 0.8640  0.451
25 O 3.1389 1.7253 0.5529  -0.919
26 H 3.7676 0.6561 -1.6569  0.483
27 H 3.3991 -0.8881 -1.9705  0.497
28 O 3.8031 -0.0853 -2.2315  -0.973
29 H 1.1097 -1.5561 3.8100  0.485
30 H 0.0308 -1.0823 2.3468  0.523
31 O 0.9968 -1.1978 2.9348  -1.130
32 H 1.9196 -2.5471 2.0651  0.514
33 H 3.2224 -3.1583 1.2504  0.494
34 O 2.3431 -3.3312 1.6007  -1.023
35 H 2.7731 -1.1827 2.7282  0.485
36 H 2.5337 -0.1342 1.6650  0.442
37 O 3.1775 -0.7974 1.8669  -0.948
38 H 1.8033 -3.0847 -0.3957  0.490
39 H 1.7765 -3.2717 -1.8907  0.468
40 O 1.8255 -2.5634 -1.2353  -0.970
41 H 0.3729 -3.7690 0.9394  0.500
42 H -1.0820 -3.0411 1.2134  0.468
43 O -0.5647 -3.8140 1.1629  -0.977
44 H -2.6862 -2.6285 0.4134  0.455
45 H -3.6571 -2.3192 -0.6486  0.480
46 O -3.6132 -2.7701 0.1968  -0.925
47 H -1.9554 0.9694 2.4443  0.521
48 H -1.7813 -1.3402 2.5812  0.485
49 O -1.1743 -0.8919 1.9323  -1.159
50 H -1.1517 -2.5430 -1.8638  0.480
51 H -1.7937 -1.2410 -1.2571  0.485
52 O -1.7140 -1.7681 -2.0798  -0.975
53 H -2.0653 -0.3687 0.8833  0.495
54 H -3.4285 -0.7127 0.3336  0.486
55 O -2.7245 -0.0991 0.0432  -1.077
56 H -3.7526 1.7982 0.3656  0.491
57 H -2.6913 2.5989 1.0140  0.453
58 O -3.6151 2.7203 0.7153  -0.927


[3]
This record from OMol25 describes a 14-piece molecular cluster, C6H38NO14 overall at a distorted geometry. The level of theory is ωB97M-V/def2-TZVPD.

As for the energy relative to the best compared isomer or geometry (same formula, charge and spin): 726.4 kJ/mol. The LUMO energy is 2.515 eV. As for the total charge: -1.

Last column: natural (NBO) charge in e.
Positions of all 59 atoms, in Å:
1 C 1.1713 0.9729 3.6968  -0.048
2 O 0.9934 -0.2006 2.9818  -0.781
3 C 0.2574 2.1315 3.2735  -0.445
4 C 0.6199 2.8160 1.9305  -0.385
5 C 0.3975 1.9507 0.6924  -0.465
6 N -1.3636 1.7916 -2.6369  -0.871
7 C -0.4994 1.4576 -1.5507  -0.355
8 C -0.3724 2.3245 -0.4238  -0.245
9 H 2.2349 1.1435 3.7444  0.181
10 H 0.9441 0.5544 4.8029  0.140
11 H -0.8318 1.8618 3.1689  0.206
12 H 0.2027 2.8370 4.0231  0.204
13 H 0.1781 3.6869 1.6869  0.202
14 H 1.8276 2.8676 1.9811  0.133
15 H 0.9588 1.0359 0.7678  0.151
16 H -0.0628 -0.3705 2.8083  0.517
17 H -0.9823 1.2693 -3.4818  0.382
18 H -1.2271 2.9528 -3.0247  0.327
19 H -0.1719 0.5043 -1.6194  0.113
20 H -0.9701 3.2180 -0.5349  0.201
21 H 2.1058 -1.7329 3.0505  0.497
22 H 2.5624 -1.9896 1.5985  0.478
23 O 2.4582 -2.4281 2.5032  -0.988
24 H 1.6455 -4.2855 1.1793  0.493
25 H 0.4361 -3.8711 0.3884  0.476
26 O 0.9371 -4.6978 0.5766  -0.968
27 H -3.8421 -1.8236 0.7406  0.485
28 H -3.9957 -0.4715 1.4847  0.483
29 O -4.0345 -1.4507 1.6212  -1.006
30 H -3.8419 1.3151 0.3436  0.486
31 H -2.4826 1.8002 0.9304  0.495
32 O -3.4717 1.6326 1.1746  -0.981
33 H -0.7067 -1.7776 0.1392  0.495
34 H -1.5790 -1.7447 1.3261  0.493
35 O -0.5978 -1.7298 1.1647  -1.023
36 H 1.6693 2.2100 -1.6167  0.504
37 H 2.4271 2.8790 -0.3435  0.494
38 O 2.5706 2.6793 -1.2977  -1.003
39 H -0.4819 -0.6808 -1.4805  0.486
40 H 0.1119 -2.0542 -1.9118  0.483
41 O -0.6610 -1.6620 -1.6269  -0.974
42 H 1.1565 -0.6036 0.6684  0.533
43 H 2.3058 -0.0333 -0.1799  0.491
44 O 1.7198 -0.8916 -0.1236  -1.024
45 H 2.4922 -2.1350 -1.1519  0.500
46 H 1.8721 -3.4703 -1.4984  0.483
47 O 2.2096 -2.6212 -1.9664  -0.993
48 H 1.3595 -1.1158 -3.5878  0.473
49 H 0.5109 -2.2109 -3.8129  0.457
50 O 0.7362 -1.3568 -4.2102  -0.927
51 H 4.0504 -0.1775 -2.1070  0.457
52 H 3.3459 1.2571 -1.8534  0.497
53 O 3.8569 0.6690 -2.4643  -0.990
54 H -4.0040 1.0004 -2.9636  0.464
55 H -2.9131 1.5639 -1.9967  0.507
56 O -3.9038 1.2761 -1.9848  -1.030
57 H -2.7593 -2.7291 -0.7956  0.483
58 H -3.1625 -1.2410 -1.3177  0.520
59 O -3.4067 -2.1020 -0.8849  -0.968


[4]
This record from OMol25 describes a 12-piece molecular cluster, C6H39N2O11 overall. The level of theory is ωB97M-V/def2-TZVPD.

As for the energy relative to the best compared isomer or geometry (same formula, charge and spin): 0.0 kJ/mol. The LUMO energy is -2.333 eV. As for the total charge: +1.

Last column: natural (NBO) charge in e.
Positions of all 58 atoms, in Å:
1 N -0.4304 1.8485 2.0236  -0.720
2 C -0.5016 0.8591 0.8842  -0.043
3 C -0.9916 1.5888 -0.3652  -0.436
4 C -0.3818 0.9940 -1.6397  -0.388
5 C -1.1097 1.4802 -2.8838  -0.612
6 C -1.3855 -0.2997 1.3526  -0.253
7 N -1.0328 -1.5143 0.6187  -0.666
8 C -1.6267 -2.7107 1.2325  -0.423
9 H -1.3476 2.3299 2.0545  0.462
10 H 0.3437 2.4806 1.8410  0.445
11 H -0.2462 1.3643 2.9138  0.469
12 H 0.5106 0.4848 0.7267  0.236
13 H -2.0757 1.5701 -0.4616  0.232
14 H -0.7332 2.6514 -0.3162  0.207
15 H -0.4391 -0.0962 -1.6002  0.200
16 H 0.6748 1.2735 -1.7005  0.197
17 H -2.1474 1.1448 -2.9136  0.221
18 H -1.1593 2.5731 -2.9146  0.203
19 H -0.6183 1.1541 -3.7995  0.215
20 H -1.3252 -0.4666 2.4343  0.203
21 H -2.4306 -0.0890 1.1321  0.206
22 H -0.0267 -1.6292 0.5802  0.391
23 H -1.3149 -3.5894 0.6707  0.213
24 H -2.7121 -2.6234 1.2493  0.200
25 H -1.2852 -2.8446 2.2667  0.185
26 H 4.3309 -0.0398 -0.3581  0.489
27 H 3.9761 -0.8533 -1.6014  0.505
28 O 4.3054 -0.9461 -0.6799  -0.983
29 H 3.2376 -2.2883 -0.3682  0.507
30 H 3.1292 -3.8218 -0.2023  0.492
31 O 2.5977 -3.0215 -0.2157  -0.993
32 H 2.9448 2.3955 1.5788  0.496
33 H 2.4926 1.9459 0.1780  0.521
34 O 2.2335 1.9192 1.1297  -1.016
35 H 2.5906 -1.3644 1.5874  0.509
36 H 2.2173 0.1772 1.5562  0.506
37 O 1.9073 -0.7219 1.8136  -1.007
38 H -4.0221 0.0743 -0.4762  0.514
39 H -5.4340 0.7341 -0.2086  0.491
40 O -4.4969 0.8170 -0.0208  -1.010
41 H 0.3461 -2.3599 -2.3246  0.486
42 H 1.6931 -2.8519 -1.6987  0.509
43 O 1.2670 -2.5338 -2.5346  -0.978
44 H -3.5640 -2.0393 -1.4455  0.485
45 H -2.3897 -1.4164 -0.6434  0.501
46 O -3.1093 -1.2017 -1.2995  -0.987
47 H 0.4184 -0.4309 4.6736  0.497
48 H 1.0948 -0.3266 3.2930  0.510
49 O 0.5220 0.1553 3.9195  -0.998
50 H 3.1346 -0.4548 -3.9013  0.502
51 H 2.1925 -1.1778 -2.8675  0.523
52 O 2.8431 -0.4347 -2.9849  -1.021
53 H -4.2394 2.8094 2.4556  0.487
54 H -3.8563 1.7199 1.4066  0.513
55 O -3.5161 2.2421 2.1746  -1.012
56 H 2.8571 1.0224 -1.9942  0.522
57 H 3.0480 2.5676 -1.9354  0.497
58 O 3.0406 1.7710 -1.3919  -1.002


[5]
This record from OMol25 describes a 13-piece molecular cluster, C6H39NO13 overall at a distorted geometry. The level of theory is ωB97M-V/def2-TZVPD.

As for the energy relative to the best compared isomer or geometry (same formula, charge and spin): 863.4 kJ/mol. The LUMO energy is 0.179 eV. As for the total charge: 0.

Last column: natural (NBO) charge in e.
Positions of all 59 atoms, in Å:
1 C -2.0046 -2.8782 0.5633  -0.659
2 C -0.5521 -3.2708 -0.0728  -0.216
3 N 0.1633 -2.2285 -0.8014  -0.503
4 C 0.4959 -1.2372 0.1254  -0.216
5 C -0.5601 -0.0039 0.2851  -0.685
6 C -0.1016 -1.7506 -2.1908  -0.273
7 C -1.6114 -1.3534 -2.3499  -0.119
8 O -1.7539 0.0997 -2.6091  -0.778
9 H -2.2449 -3.8016 1.0995  0.222
10 H -2.1095 -1.9883 1.2820  0.226
11 H -2.7301 -2.6968 -0.2085  0.196
12 H 0.0704 -3.5490 0.7911  0.185
13 H -0.4731 -4.1857 -0.6905  0.207
14 H 1.3643 -0.6066 -0.1108  0.227
15 H 0.3657 -1.6326 1.2371  0.218
16 H -0.4947 0.6457 -0.6456  0.214
17 H 0.0235 0.6316 0.9534  0.208
18 H -1.5847 -0.2218 0.5782  0.176
19 H 0.7608 -1.0367 -2.3038  0.255
20 H 0.2939 -2.5129 -3.0021  0.206
21 H -1.9846 -1.4586 -1.3037  0.208
22 H -2.0421 -2.0652 -3.1556  0.203
23 H -1.9368 0.2530 -3.5438  0.497
24 H -1.7041 1.4977 1.6211  0.480
25 H -2.9044 2.4524 1.8624  0.485
26 O -1.9644 2.1398 2.2249  -0.964
27 H 1.2645 0.8045 3.9500  0.468
28 H 0.1884 1.8010 3.7653  0.463
29 O 1.0023 1.6827 4.2526  -0.954
30 H -1.9004 4.0886 -1.2329  0.465
31 H -1.1235 3.0592 -0.7425  0.477
32 O -1.0761 3.7611 -1.3277  -0.924
33 H -2.5790 1.3186 -1.3631  0.495
34 H -3.0143 0.4591 -0.2004  0.472
35 O -2.8082 1.4017 -0.4608  -0.968
36 H 1.5915 1.8793 -4.7819  0.472
37 H 0.7556 0.5989 -4.6907  0.472
38 O 1.6489 0.9712 -4.5782  -0.943
39 H 4.4897 0.4756 0.7649  0.452
40 H 4.5788 -1.0328 0.8646  0.485
41 O 4.2406 -0.2242 1.4779  -0.937
42 H -3.5702 0.9430 3.2160  0.459
43 H -2.3999 0.1620 3.4931  0.472
44 O -3.3806 0.0794 3.3417  -0.931
45 H 1.4755 3.1878 2.1553  0.475
46 H 2.0169 4.3392 1.4209  0.455
47 O 1.6337 3.5729 1.3286  -0.931
48 H -0.5746 1.3277 -2.6783  0.470
49 H -0.2437 2.8548 -2.7154  0.504
50 O -0.2849 2.0028 -3.1943  -1.004
51 H 3.6457 1.4651 -0.4513  0.456
52 H 3.2428 1.5687 -2.0309  0.492
53 O 2.9689 1.1878 -1.1330  -0.944
54 H 2.1320 -3.6626 0.1780  0.473
55 H 2.3569 -4.0208 1.5348  0.453
56 O 2.8248 -3.6319 0.8834  -0.924
57 H 2.6497 -1.0781 3.3061  0.509
58 H 1.6860 0.0986 2.7297  0.478
59 O 1.7810 -0.6824 3.2832  -0.959


[6]
This record from OMol25 describes C6H3F3 as an isolated structure at a distorted geometry. The level of theory is ωB97M-V/def2-TZVPD.

As for the energy relative to the best compared isomer or geometry (same formula, charge and spin): 256.7 kJ/mol. The LUMO energy (spin up / spin down) is -3.047 / -3.049 eV. As for the total charge: 0.

Last column: natural (NBO) charge in e.
Positions of all 12 atoms, in Å:
1 C -0.7577 -0.7681 -1.0690  -0.041
2 C 0.6762 0.1252 1.5341  -0.330
3 C -1.4733 -0.2301 -0.0158  0.362
4 C 1.4544 -0.4073 0.5620  0.561
5 C 0.4407 -0.0434 -0.5543  -0.350
6 C -0.3832 0.3703 0.6086  0.265
7 F -2.6403 -0.4733 0.4573  -0.260
8 F 2.7385 -0.8908 0.3587  -0.275
9 F -0.5150 2.4872 -1.3837  -0.782
10 H -1.1191 -1.3481 -1.9125  0.246
11 H 0.7210 0.3639 2.6558  0.268
12 H 0.8578 0.8144 -1.2414  0.337